# 1
{
  "formula": "C35H89CuN6O14",
  "method": "ωB97M-V/def2-TZVPD",
  "e_tot_ev": -119967.6768,
  "total_charge": 1,
  "spin_multiplicity": 2,
  "max_force_ev_per_a": 3.68,
  "e_lumo_ev": [-4.12, -7.38],
  "e_homo_ha": [-0.3756, -0.3756],
  "s2": 0.757,
  "elements": ["Cu", "O", "C", "O", "O", "H", "C", "C", "O", "H", "H", "H", "H", "H", "H", "C", "O", "C", "C", "N", "C", "C", "O", "C", "H", "H", "H", "H", "H", "H", "H", "H", "H", "H", "H", "H", "H", "H", "H", "C", "O", "C", "C", "N", "C", "C", "O", "C", "H", "H", "H", "H", "H", "H", "H", "H", "H", "H", "H", "H", "H", "H", "H", "C", "O", "C", "C", "N", "C", "C", "O", "C", "H", "H", "H", "H", "H", "H", "H", "H", "H", "H", "H", "H", "H", "H", "H", "C", "O", "C", "C", "N", "C", "C", "O", "C", "H", "H", "H", "H", "H", "H", "H", "H", "H", "H", "H", "H", "H", "H", "H", "C", "C", "C", "O", "C", "N", "H", "H", "H", "H", "H", "H", "H", "H", "H", "H", "H", "C", "C", "C", "O", "C", "N", "H", "H", "H", "H", "H", "H", "H", "H", "H", "H", "H"],
  "coordinates": [[1.19420, 2.31581, -3.64992], [-0.32183, -0.45948, -0.51699], [0.52615, 0.04256, -1.38669], [1.50150, -0.63897, -1.58732], [0.27737, 1.05187, -2.06794], [0.04956, -1.28784, -0.20475], [1.58387, 1.62820, 2.27304], [3.11096, 1.40435, 2.16441], [3.73950, 1.46609, 3.47424], [1.42963, 2.69270, 2.44951], [1.22143, 1.15553, 3.18591], [1.20813, 1.27417, 1.31305], [3.52876, 2.15258, 1.49085], [3.26347, 0.44603, 1.66796], [3.37988, 0.76755, 4.02589], [-1.43611, 1.96146, 4.07396], [-1.10137, 2.58256, 2.80716], [-2.00951, 2.25411, 1.76579], [-1.60032, 2.88006, 0.40652], [-1.26540, 4.30896, 0.50053], [-2.48780, 5.10971, 0.60489], [-2.06854, 6.60104, 0.64719], [-1.75291, 6.90504, 2.01453], [-1.15342, 8.08534, 2.35655], [-1.48850, 0.89947, 3.83409], [-2.37713, 2.34499, 4.46828], [-0.66731, 2.12227, 4.82973], [-2.98885, 2.57472, 2.12104], [-2.03121, 1.19680, 1.50175], [-2.34969, 2.71411, -0.36744], [-0.66862, 2.42857, 0.06565], [-0.73405, 4.36528, 1.35761], [-3.00242, 4.87603, 1.53691], [-3.10940, 4.94251, -0.27474], [-2.91435, 7.25469, 0.43402], [-1.26665, 6.84480, -0.04971], [-1.71955, 8.89280, 1.89222], [-0.08752, 8.06663, 2.12938], [-1.30429, 8.30004, 3.41449], [-2.92374, -1.80262, 1.83614], [-3.44151, -1.34741, 3.02102], [-3.12469, -2.06917, 4.20678], [-4.05232, -1.55486, 5.33422], [-3.69044, -0.24092, 5.69115], [-4.54443, 0.25638, 6.77375], [-4.46432, 1.74217, 7.05635], [-4.75042, 2.52297, 5.82341], [-4.63799, 3.92951, 5.94636], [-3.18409, -1.15360, 1.00003], [-3.19309, -2.82910, 1.58732], [-1.83875, -1.74900, 1.92558], [-2.10037, -1.97997, 4.56859], [-3.38706, -3.10913, 4.01251], [-3.94083, -2.14872, 6.24141], [-5.10232, -1.76596, 5.13161], [-3.70555, 0.36560, 4.88368], [-4.18293, -0.21699, 7.68662], [-5.54962, -0.05773, 6.49261], [-3.45621, 2.02591, 7.35850], [-5.11460, 2.15831, 7.82580], [-5.52158, 4.23580, 6.50632], [-4.74113, 4.30803, 4.92941], [-3.66333, 4.27709, 6.28887], [-3.52446, 2.61538, -3.26899], [-4.39449, 1.61852, -3.69768], [-4.57272, 0.45782, -2.84978], [-3.20733, -0.36557, -2.72244], [-2.84219, -0.82939, -4.05135], [-1.52019, -1.54622, -4.05037], [-1.27216, -2.39065, -5.32192], [-0.85233, -1.45748, -6.36973], [-0.48662, -2.11916, -7.57286], [-3.88333, 3.00368, -2.31581], [-3.52602, 3.45450, -3.96468], [-2.52613, 2.23389, -3.05475], [-5.41011, -0.05789, -3.31981], [-4.88358, 0.73582, -1.84272], [-3.37317, -1.25061, -2.10819], [-2.43518, 0.17788, -2.17788], [-2.74361, -0.06498, -4.70409], [-1.58151, -2.30446, -3.26972], [-0.62164, -0.96277, -3.84963], [-2.17469, -2.93146, -5.60662], [-0.49565, -3.14966, -5.22680], [-1.36322, -2.44785, -8.13111], [0.19717, -2.93840, -7.35063], [0.04641, -1.32401, -8.09413], [2.86647, -3.56003, -4.66721], [3.04129, -2.22803, -4.17847], [3.81653, -1.32557, -4.95746], [3.03369, 0.05945, -5.03175], [2.87536, 0.73598, -3.72230], [4.12258, 1.42238, -3.40673], [4.01593, 2.31599, -2.17888], [2.73088, 3.04976, -2.17977], [2.60609, 3.82737, -0.97742], [2.01055, -3.55238, -5.34207], [2.55027, -4.10059, -3.77507], [3.72714, -3.99829, -5.17246], [3.95898, -1.66500, -5.98342], [4.79042, -1.22690, -4.47799], [2.05944, -0.20725, -5.44141], [3.42379, 0.77760, -5.75299], [2.67202, 0.08019, -2.98157], [4.48902, 1.96097, -4.28065], [4.96606, 0.75847, -3.21736], [4.81003, 3.06090, -2.12789], [4.07060, 1.59266, -1.36529], [2.65009, 3.14218, -0.13085], [1.65222, 4.34410, -0.87144], [3.33840, 4.62649, -0.86234], [4.90913, -1.29042, -1.21619], [4.38171, -2.64266, -0.83019], [4.26052, -2.71394, 0.71823], [5.57836, -2.68192, 1.34145], [5.51370, -2.50540, 2.75678], [3.06194, -2.95333, -1.35734], [4.24086, -0.50573, -0.86152], [5.04286, -1.05506, -2.27204], [5.89589, -1.19107, -0.76394], [5.09824, -3.41159, -1.11905], [3.71540, -3.56199, 1.13268], [3.72193, -1.79805, 0.96147], [6.48860, -2.48592, 3.24390], [4.81100, -3.23829, 3.15325], [4.98123, -1.57116, 2.93503], [3.21762, -2.97010, -2.35513], [2.49120, -2.12014, -1.34558], [-0.66142, -4.07573, -0.65520], [0.05810, -4.07345, 0.65436], [1.07014, -5.18626, 0.66475], [0.39349, -6.43887, 0.73288], [1.25691, -7.55349, 0.75199], [0.67664, -2.74897, 0.78841], [-1.52301, -3.42318, -0.51399], [-1.08241, -5.05626, -0.87752], [0.00703, -3.74476, -1.45002], [-0.63236, -4.20999, 1.48666], [1.65476, -4.92721, 1.54748], [1.71392, -5.14686, -0.21393], [1.90514, -7.40182, 1.61506], [1.86967, -7.75089, -0.12759], [0.61618, -8.43048, 0.84397], [1.45463, -2.67200, 0.14895], [1.18508, -2.83029, 1.65730]]
}

***

# 2
{
  "formula": "C3H2BaLiO3",
  "method": "ωB97M-V/def2-TZVPD",
  "e_tot_ev": -10170.5775,
  "total_charge": 1,
  "spin_multiplicity": 1,
  "max_force_ev_per_a": 8.38,
  "e_lumo_ev": [-4.76, -4.76],
  "e_homo_ha": [-0.3370, -0.3369],
  "e_above_lowest_kj_mol": 662.2,
  "elements": ["C", "C", "O", "H", "H", "O", "C", "O", "Li", "Ba"],
  "coordinates": [[0.85111, 0.16108, 1.96710], [-0.37449, 0.58971, 1.92279], [-1.32381, 0.69018, 1.24598], [1.67353, 0.81678, 1.72834], [1.07416, -0.83341, 2.32030], [-0.11678, -1.91451, -1.54374], [0.49797, -1.01714, -1.86142], [0.68852, 0.08192, -2.51516], [-0.87865, 1.36761, -2.08265], [-2.09156, 0.05777, -1.18154]]
}

***

# 3
{
  "formula": "C7H16N2O",
  "method": "ωB97M-V/def2-TZVPD",
  "e_tot_ev": -12543.7415,
  "total_charge": 0,
  "spin_multiplicity": 1,
  "max_force_ev_per_a": 1.82,
  "e_lumo_ev": 0.70,
  "e_homo_ha": -0.2675,
  "e_above_lowest_kj_mol": 340.9,
  "elements": ["C", "C", "C", "C", "N", "H", "H", "H", "H", "H", "H", "H", "H", "H", "H", "H", "C", "N", "C", "C", "O", "H", "H", "H", "H", "H"],
  "coordinates": [[1.18080, 0.58048, 0.25874], [-1.03443, 1.59840, -0.05047], [-0.66545, 0.11727, 1.82920], [1.78710, 1.82286, 0.90190], [-0.29708, 0.40628, 0.41920], [1.63047, -0.32157, 0.66771], [1.36245, 0.59125, -0.81706], [-0.86347, 2.44795, 0.61228], [-0.71875, 1.83692, -1.06267], [-2.09869, 1.36907, -0.06003], [-1.74073, -0.05140, 1.87405], [-0.42030, 0.96040, 2.47861], [-0.14389, -0.78452, 2.13565], [1.60679, 1.85946, 1.97638], [1.42200, 2.74671, 0.45386], [2.86712, 1.79041, 0.75519], [0.05928, -2.21284, -0.30059], [0.17321, -2.95437, -1.40009], [-0.81352, -0.97780, -0.65505], [-0.85139, -0.72107, -2.06517], [0.56846, -2.39997, 0.80833], [-0.32584, -2.26502, -2.22463], [0.75836, -3.77667, -1.34809], [-1.79902, -1.09454, -0.20686], [0.07116, -0.38183, -2.53268], [-1.71465, -0.18586, -2.44773]]
}

***

# 4
{
  "formula": "C5H14O",
  "method": "ωB97M-V/def2-TZVPD",
  "e_tot_ev": -7459.2193,
  "total_charge": 0,
  "spin_multiplicity": 1,
  "max_force_ev_per_a": 2.48,
  "e_lumo_ev": 0.86,
  "e_homo_ha": -0.4035,
  "e_above_lowest_kj_mol": 54.6,
  "elements": ["C", "C", "C", "C", "C", "H", "H", "H", "H", "H", "H", "H", "H", "H", "H", "H", "H", "O", "H", "H"],
  "coordinates": [[-2.04864, 1.84651, 0.60772], [0.73306, 0.27764, 1.19517], [0.11815, -0.92962, -0.96890], [-1.61253, 0.39272, 0.28402], [-0.11198, 0.35449, -0.07953], [-3.14990, 1.90244, 0.63430], [-1.68258, 2.50072, -0.20136], [-1.65414, 2.21987, 1.56771], [1.75622, -0.11911, 1.08404], [0.14568, -0.42972, 1.80447], [0.78557, 1.24182, 1.72827], [1.09297, -0.85345, -1.47933], [-0.67252, -1.02170, -1.73243], [0.11614, -1.84166, -0.34860], [-2.03106, -0.28708, 1.05094], [-2.22343, 0.28282, -0.63258], [0.17518, 1.30774, -0.56813], [3.62665, -2.56260, -1.51452], [2.78905, -2.67336, -1.01012], [3.84811, -1.60840, -1.42112]]
}

***

# 5
{
  "formula": "C3H9ClSSi",
  "method": "ωB97M-V/def2-TZVPD",
  "e_tot_ev": -34490.3103,
  "total_charge": 0,
  "spin_multiplicity": 1,
  "max_force_ev_per_a": 6.89,
  "e_lumo_ev": -1.33,
  "e_homo_ha": -0.3466,
  "e_above_lowest_kj_mol": 264.4,
  "elements": ["C", "C", "C", "Si", "S", "Cl", "H", "H", "H", "H", "H", "H", "H", "H", "H"],
  "coordinates": [[-0.78196, 1.78325, -0.07675], [-1.29016, -0.37504, 2.00024], [1.99078, -1.60267, -2.71018], [0.00637, 0.08430, 0.55267], [2.41312, -1.25906, -1.18702], [1.48864, 0.65609, 1.78958], [0.11721, 2.31324, -0.41447], [-1.35446, 1.56306, -0.97884], [-1.22046, 2.37946, 0.66322], [-2.32994, -0.53108, 1.64491], [-0.76137, -1.20896, 2.65502], [-1.44542, 0.40504, 2.79661], [2.09177, -0.85673, -3.39595], [1.85369, -2.61545, -3.06442], [-0.77783, -0.73545, -0.27461]]
}

***

# 6
{
  "formula": "C6H6N2",
  "method": "ωB97M-V/def2-TZVPD",
  "e_tot_ev": -9295.8480,
  "total_charge": 0,
  "spin_multiplicity": 1,
  "max_force_ev_per_a": 11.09,
  "e_lumo_ev": 0.97,
  "e_homo_ha": -0.3238,
  "e_above_lowest_kj_mol": 279.5,
  "elements": ["C", "C", "C", "C", "C", "C", "H", "H", "H", "H", "H", "H", "N", "N"],
  "coordinates": [[1.50674, -1.02972, 0.06191], [1.28900, 1.19215, -0.10784], [-1.32951, 1.14115, -0.04102], [-1.93223, 0.01959, 0.15987], [-1.20957, -1.11461, -0.07056], [0.05782, -0.62811, -0.24928], [1.56895, -1.44386, 0.87982], [2.23225, -1.57443, -0.73116], [1.64674, 2.29794, -0.10251], [-1.56552, 2.25666, 0.05306], [-3.02565, -0.07473, 0.47361], [-1.51244, -2.11960, -0.34888], [2.25809, 0.25238, 0.17024], [0.01533, 0.82521, -0.14727]]
}